C45H41F5N4O3S4V | ωB97M-V/def2-TZVPD

Its spin multiplicity is 4. The energy above the lowest of the compared OMol25 structures with the same formula, charge and spin is 3.4 kcal/mol. As for the expectation value of S²: 3.76. As for the net charge: 0. For the highest occupied orbital energy (alpha / beta), the calculation gives -6.706 / -6.949 eV. The calculation puts the orbital gap (alpha / beta) at 6.254 / 6.413 eV.

Element x y z (Å)
V: 0.375 -0.471 -0.555
F: 5.955 1.729 -4.483
C: 4.859 1.793 -3.718
C: 3.726 1.078 -4.050
F: 3.717 0.314 -5.152
C: 2.605 1.151 -3.248
F: 1.524 0.445 -3.641
C: 2.549 1.904 -2.080
S: 1.153 1.969 -1.042
C: 3.705 2.636 -1.794
F: 3.746 3.430 -0.717
C: 4.839 2.583 -2.583
F: 5.927 3.290 -2.251
O: 1.178 0.130 1.377
S: 1.064 1.422 2.127
C: 0.800 0.906 3.886
C: 0.343 -0.551 4.024
C: -1.095 -0.753 4.533
C: -2.091 -1.349 3.547
S: -2.699 -0.320 2.180
O: -1.527 0.098 1.360
C: -3.158 1.123 3.140
C: -4.205 1.052 4.050
C: -4.555 2.183 4.770
C: -3.871 3.377 4.567
C: -2.842 3.440 3.639
C: -2.481 2.309 2.917
C: 2.760 1.976 2.263
C: 3.073 3.066 3.063
C: 4.386 3.506 3.117
C: 5.365 2.858 2.372
C: 5.033 1.774 1.574
C: 3.721 1.326 1.508
H: 0.061 1.601 4.289
H: 1.740 1.078 4.406
H: 1.028 -1.037 4.718
H: 0.485 -1.052 3.064
H: -1.501 0.179 4.936
H: -1.074 -1.446 5.378
H: -2.999 -1.671 4.066
H: -1.691 -2.224 3.028
H: -4.748 0.125 4.194
H: -5.366 2.135 5.486
H: -4.150 4.259 5.128
H: -2.319 4.372 3.470
H: -1.685 2.338 2.181
H: 2.300 3.579 3.626
H: 4.645 4.359 3.731
H: 6.389 3.205 2.410
H: 5.796 1.279 0.987
H: 3.433 0.490 0.881
N: -2.674 0.742 -3.633
C: -3.491 1.852 -3.347
C: -4.361 2.335 -4.309
C: -5.169 3.432 -4.035
C: -5.098 4.045 -2.797
C: -4.223 3.557 -1.835
C: -3.421 2.461 -2.100
S: -2.368 1.841 -0.823
N: -1.521 0.580 -1.576
C: -1.772 0.192 -2.766
C: -1.040 -1.014 -3.255
C: -1.183 -1.540 -4.529
C: -0.590 -2.763 -4.817
C: 0.112 -3.426 -3.829
C: 0.268 -2.800 -2.600
N: -0.270 -1.610 -2.333
H: -2.853 0.263 -4.496
H: -4.403 1.853 -5.279
H: -5.845 3.802 -4.794
H: -5.717 4.904 -2.574
H: -4.164 4.033 -0.862
H: -1.717 -1.015 -5.308
H: -0.680 -3.186 -5.809
H: 0.572 -4.388 -4.004
H: 0.881 -3.231 -1.820
C: -3.922 -1.856 -0.774
C: -3.090 -3.112 -0.889
O: -2.037 -3.076 0.061
C: -1.377 -4.326 0.157
C: -0.208 -4.190 1.103
H: -4.605 -1.779 -1.622
H: -3.283 -0.974 -0.759
H: -4.514 -1.862 0.141
H: -2.663 -3.217 -1.897
H: -3.711 -3.999 -0.712
H: -1.035 -4.640 -0.839
H: -2.087 -5.087 0.507
H: 0.397 -3.321 0.837
H: 0.436 -5.069 1.051
H: -0.544 -4.079 2.135
N: 7.035 -4.287 -0.379
C: 6.035 -3.718 -0.409
C: 4.787 -3.014 -0.449
C: 4.342 -2.428 -1.633
C: 3.121 -1.769 -1.654
C: 2.292 -1.629 -0.526
C: 2.796 -2.228 0.643
C: 4.000 -2.913 0.698
H: 4.953 -2.496 -2.526
H: 2.807 -1.351 -2.605
H: 2.236 -2.132 1.569
H: 4.346 -3.362 1.622


C26H48NbO11 | ωB97M-V/def2-TZVPD

As for the net charge: -1. For the highest occupied orbital energy, the calculation gives -3.836 eV. The calculation puts the orbital gap at 5.664 eV.

Element x y z (Å)
C: 2.129 2.347 1.108
O: 1.173 3.360 1.121
C: 0.931 3.937 -0.143
C: -0.337 4.742 -0.100
C: -1.576 3.864 -0.155
C: -2.832 4.515 0.397
C: -3.977 3.557 0.744
Nb: -4.424 1.648 -0.370
H: 2.133 1.885 2.087
H: 3.127 2.734 0.879
H: 1.877 1.577 0.376
H: 1.796 4.550 -0.424
H: 0.835 3.142 -0.891
H: -0.330 5.356 0.800
H: -0.330 5.417 -0.955
H: -1.391 2.935 0.376
H: -1.760 3.638 -1.204
H: -3.193 5.254 -0.317
H: -2.530 5.083 1.281
H: -3.898 3.317 1.803
H: -4.933 4.067 0.586
H: -5.994 2.024 -1.330
H: -5.740 1.030 0.747
H: -2.851 1.033 0.424
H: -3.788 2.057 -2.055
H: -4.243 -0.107 -0.938
O: 2.585 0.366 -2.821
C: 3.103 -0.422 -2.089
O: 3.769 -0.027 -0.970
C: 4.394 -1.164 -0.344
C: 3.612 -2.381 -0.839
C: 3.182 -1.929 -2.233
H: 5.443 -1.188 -0.650
H: 4.343 -1.019 0.732
H: 4.194 -3.298 -0.823
H: 2.730 -2.529 -0.216
H: 3.928 -2.160 -2.995
H: 2.224 -2.328 -2.546
O: 7.343 5.064 -3.201
C: 6.426 4.311 -3.051
O: 6.594 2.969 -3.106
C: 5.321 2.296 -3.001
C: 4.393 3.292 -2.311
C: 4.957 4.623 -2.808
H: 4.981 2.043 -4.006
H: 5.458 1.384 -2.429
H: 3.348 3.115 -2.545
H: 4.513 3.218 -1.230
H: 4.520 4.930 -3.761
H: 4.865 5.445 -2.104
O: 2.234 -4.709 -2.967
C: 1.916 -4.924 -4.098
O: 1.944 -3.949 -5.034
C: 1.407 -4.421 -6.281
C: 1.557 -5.942 -6.227
C: 1.409 -6.212 -4.729
H: 0.364 -4.108 -6.342
H: 1.964 -3.945 -7.084
H: 0.834 -6.459 -6.853
H: 2.557 -6.226 -6.556
H: 0.367 -6.338 -4.430
H: 1.982 -7.057 -4.360
O: -4.054 -0.380 3.016
C: -4.545 0.111 3.981
O: -5.079 1.365 3.977
C: -5.503 1.737 5.288
C: -5.713 0.422 6.045
C: -4.663 -0.471 5.384
H: -4.718 2.346 5.747
H: -6.401 2.343 5.188
H: -5.604 0.530 7.122
H: -6.713 0.036 5.842
H: -3.685 -0.394 5.860
H: -4.937 -1.519 5.321
O: -2.294 -2.294 5.819
C: -2.203 -3.154 4.996
O: -3.298 -3.661 4.387
C: -2.944 -4.722 3.490
C: -1.468 -4.492 3.165
C: -0.962 -3.852 4.459
H: -3.108 -5.673 4.003
H: -3.604 -4.664 2.630
H: -0.952 -5.405 2.878
H: -1.382 -3.778 2.347
H: -0.642 -4.587 5.201
H: -0.166 -3.127 4.317


For the records above, the corresponding maximum force values read 0.015, 0.022 hartree/bohr.
For the records above, the corresponding E values read -5220.1449, -1903.9236 hartree.